Record 1
# C64H52GeN4O2Pd

A structure of composition C64H52GeN4O2Pd (ωB97M-V/def2-TZVPD, the OMol25 dataset).

XYZ file:
```
124
Properties=species:S:1:pos:R:3:lowdin_spin:R:1
Pd 0.272 -0.294 -0.581 0.046
O 1.264 -1.547 0.731 0.015
C 2.625 -1.693 0.603 0.002
C 3.014 -2.112 -0.849 0.001
C 3.071 -0.992 -1.847 0.000
C 4.160 -0.914 -2.708 0.000
C 4.211 0.085 -3.659 0.001
C 3.169 0.984 -3.719 0.000
C 2.110 0.873 -2.822 0.001
C 0.999 1.879 -2.844 0.000
C -0.440 1.300 -3.016 0.000
O -0.920 0.782 -1.856 0.017
C -0.535 0.276 -4.171 0.000
C -1.539 -0.687 -4.075 0.000
C -1.762 -1.592 -5.103 0.000
C -0.969 -1.564 -6.246 0.000
C 0.051 -0.628 -6.341 0.000
C 0.261 0.288 -5.314 0.000
C -1.334 2.510 -3.426 0.000
C -2.314 2.933 -2.534 0.000
C -3.134 4.013 -2.839 0.000
C -2.993 4.681 -4.050 0.000
C -2.030 4.253 -4.954 0.000
C -1.210 3.175 -4.644 0.000
N 2.071 -0.100 -1.902 -0.001
C 3.007 -2.835 1.571 0.000
C 3.353 -2.562 2.893 0.000
C 3.611 -3.589 3.793 0.000
C 3.505 -4.915 3.392 0.000
C 3.114 -5.198 2.092 0.000
C 2.867 -4.167 1.194 0.000
C 3.455 -0.437 0.945 0.001
C 4.850 -0.491 0.966 0.000
C 5.599 0.631 1.290 0.000
C 4.962 1.833 1.588 0.000
C 3.576 1.897 1.555 0.001
C 2.831 0.764 1.241 0.002
H 2.263 -2.835 -1.173 0.000
H 3.982 -2.614 -0.843 0.000
H 4.959 -1.639 -2.623 0.000
H 5.055 0.167 -4.334 0.000
H 3.170 1.788 -4.444 0.000
H 1.213 2.620 -3.617 0.000
H 0.975 2.383 -1.875 0.000
H -2.119 -0.712 -3.160 0.001
H -2.555 -2.326 -5.004 0.000
H -1.135 -2.278 -7.045 0.000
H 0.687 -0.608 -7.219 0.000
H 1.064 1.010 -5.414 0.000
H -2.402 2.389 -1.601 0.000
H -3.886 4.334 -2.128 0.000
H -3.627 5.527 -4.289 0.000
H -1.919 4.758 -5.907 0.000
H -0.470 2.851 -5.368 0.000
H 3.416 -1.532 3.224 0.000
H 3.899 -3.352 4.811 0.000
H 3.701 -5.717 4.095 0.000
H 2.992 -6.227 1.773 0.000
H 2.538 -4.415 0.192 0.000
H 5.356 -1.426 0.743 0.000
H 6.682 0.574 1.321 0.000
H 5.545 2.707 1.853 0.000
H 3.058 2.823 1.781 0.000
H 1.753 0.811 1.231 0.001
N -1.029 6.887 3.127 0.052
C -1.229 7.726 4.198 -0.002
C -1.445 9.087 4.295 0.030
C -1.588 9.633 5.581 0.051
C -1.517 8.818 6.706 0.011
C -1.294 7.442 6.606 0.060
C -1.136 6.876 5.336 -0.002
N -0.892 5.588 4.967 0.101
C -0.834 5.586 3.617 0.133
C -0.618 4.485 2.772 0.136
C -0.597 4.575 1.346 0.096
C -0.368 3.448 0.590 0.020
N -0.146 2.219 1.083 0.169
C -0.186 2.125 2.436 0.032
C -0.410 3.170 3.294 0.084
H -1.082 7.137 2.159 0.003
H -1.487 9.720 3.415 0.001
H -1.756 10.698 5.696 0.004
H -1.633 9.266 7.688 -0.001
H -1.233 6.816 7.488 0.004
H -0.755 5.521 0.835 0.010
H -0.376 3.523 -0.495 -0.001
H -0.016 1.123 2.829 0.002
H -0.425 3.026 4.367 0.007
C -1.282 -0.868 0.415 0.702
Ge -1.601 -2.745 0.309 0.109
C -1.364 -3.582 -1.483 0.002
C -0.301 -3.207 -2.310 0.000
C -0.032 -3.866 -3.503 0.000
C -0.849 -4.908 -3.919 0.000
C -1.932 -5.279 -3.132 0.000
C -2.177 -4.629 -1.927 0.000
C -0.751 -4.100 1.481 0.025
C -0.586 -5.419 1.062 0.002
C -0.151 -6.402 1.948 0.001
C 0.141 -6.074 3.266 -0.001
C 0.034 -4.753 3.682 0.001
C -0.405 -3.778 2.796 0.003
C -3.532 -2.941 0.772 0.008
C -4.548 -3.031 -0.182 0.002
C -5.890 -2.941 0.175 0.000
C -6.246 -2.737 1.502 0.001
C -5.251 -2.626 2.466 0.001
C -3.914 -2.727 2.100 0.002
H -1.758 -0.307 1.216 0.050
H 0.304 -2.361 -2.017 0.000
H 0.809 -3.553 -4.112 0.000
H -0.658 -5.423 -4.854 0.000
H -2.586 -6.081 -3.456 0.000
H -3.010 -4.957 -1.313 0.000
H -0.795 -5.688 0.033 0.000
H -0.039 -7.425 1.605 0.000
H 0.457 -6.845 3.961 0.000
H 0.306 -4.484 4.697 0.000
H -0.454 -2.742 3.119 0.003
H -4.291 -3.161 -1.229 0.000
H -6.661 -3.015 -0.585 0.000
H -7.290 -2.654 1.781 0.000
H -5.517 -2.451 3.501 0.000
H -3.148 -2.637 2.865 0.001
```

Values from the calculation:
HOMO energy (alpha / beta)   0.330 / -2.726 eV
HOMO-LUMO gap (alpha / beta)   3.6 / 6.6 eV
Charge   -2
Multiplicity   3
Expectation value of S²   2.032
Maximum force   0.0140 hartree/bohr
Electronic energy   -137263.577 eV

Record 2
# C64H60BN7O19

A cluster of 8 separate species, C64H60BN7O19 in total (ωB97M-V/def2-TZVPD, the OMol25 dataset).

XYZ file:
```
151
Properties=species:S:1:pos:R:3:lowdin_charge:R:1
C 8.597 -6.685 4.879 -0.116
C 7.748 -5.919 3.753 -0.242
C 6.613 -6.852 3.145 -0.212
C 5.345 -5.946 2.773 -0.210
C 5.521 -5.498 1.259 -0.197
C 4.291 -4.591 0.763 -0.185
C 4.334 -3.165 1.458 -0.191
C 2.903 -2.503 1.694 -0.135
C 1.881 -3.430 2.422 -0.100
C 2.287 -4.131 3.668 0.028
C 1.243 -4.966 4.323 0.015
C -0.106 -5.112 3.756 -0.040
C -0.514 -4.428 2.487 0.015
C 0.509 -3.578 1.866 -0.116
O 0.217 -2.850 0.677 0.129
B -0.392 -1.633 1.128 -0.702
O -1.007 -0.761 0.205 0.141
O -0.442 -1.276 2.505 0.133
C -1.935 -4.658 1.941 -0.256
O -2.541 -3.911 1.193 0.099
C -2.664 -5.996 2.341 -0.059
C -3.715 -6.495 1.422 0.010
C -4.402 -7.760 1.789 -0.045
C -4.010 -8.449 3.038 -0.057
C -2.982 -7.914 3.949 -0.003
C -2.294 -6.672 3.591 -0.067
C -1.195 -5.987 4.465 -0.280
O -1.194 -6.108 5.673 0.093
H 8.569 -6.077 5.827 0.067
H 8.226 -7.730 5.038 0.062
H 9.672 -6.727 4.560 0.063
H 7.262 -5.049 4.272 0.093
H 8.379 -5.547 2.907 0.102
H 7.027 -7.316 2.202 0.107
H 6.340 -7.698 3.832 0.099
H 4.424 -6.573 2.929 0.109
H 5.282 -5.051 3.448 0.076
H 6.467 -4.905 1.135 0.096
H 5.504 -6.431 0.619 0.115
H 4.298 -4.475 -0.357 0.109
H 3.355 -5.172 1.025 0.107
H 4.870 -2.472 0.739 0.097
H 4.884 -3.153 2.436 0.101
H 3.074 -1.595 2.339 0.129
H 2.529 -2.201 0.672 0.122
H 3.321 -4.033 4.081 0.107
H 1.563 -5.482 5.265 0.116
H -1.369 -0.032 0.749 0.110
H -1.203 -1.711 2.937 0.114
H -3.978 -5.918 0.499 0.114
H -5.190 -8.136 1.093 0.091
H -4.487 -9.418 3.339 0.102
H -2.734 -8.458 4.894 0.116
O 9.588 -3.301 -0.467 0.082
N 8.595 -2.615 -0.307 -0.342
O 7.821 -2.727 0.628 0.059
C 8.307 -1.586 -1.312 -0.143
C 9.143 -1.452 -2.412 -0.001
C 8.854 -0.493 -3.373 -0.065
C 7.739 0.324 -3.227 -0.070
C 6.913 0.189 -2.118 -0.065
C 7.195 -0.769 -1.154 -0.003
H 10.014 -2.083 -2.535 0.120
H 9.496 -0.384 -4.239 0.109
H 7.513 1.068 -3.982 0.109
H 6.047 0.830 -2.006 0.108
H 6.543 -0.868 -0.295 0.108
O -2.203 3.162 7.707 0.072
N -2.804 2.131 7.956 -0.352
O -3.144 1.783 9.073 0.073
C -3.135 1.246 6.834 -0.145
C -2.732 1.590 5.549 0.007
C -3.027 0.740 4.494 -0.097
C -3.723 -0.441 4.726 -0.074
C -4.131 -0.772 6.011 -0.061
C -3.837 0.073 7.074 -0.003
H -2.189 2.508 5.359 0.122
H -2.712 0.994 3.491 0.081
H -3.947 -1.107 3.899 0.112
H -4.676 -1.693 6.187 0.109
H -4.157 -0.196 8.072 0.119
O 1.501 5.858 -3.059 0.082
N 0.615 5.023 -3.146 -0.329
O -0.312 5.071 -3.944 0.060
C 0.660 3.884 -2.225 -0.146
C 1.674 3.811 -1.279 -0.003
C 1.699 2.744 -0.392 -0.059
C 0.720 1.760 -0.459 -0.058
C -0.286 1.835 -1.416 -0.052
C -0.319 2.902 -2.304 0.005
H 2.441 4.573 -1.218 0.119
H 2.482 2.680 0.355 0.109
H 0.739 0.931 0.238 0.095
H -1.045 1.065 -1.466 0.103
H -1.108 2.954 -3.044 0.120
O -1.808 10.867 -2.914 0.065
N -0.919 11.305 -3.625 -0.353
O -0.648 12.488 -3.740 0.068
C -0.125 10.343 -4.397 -0.151
C -0.428 8.989 -4.321 0.002
C 0.310 8.084 -5.071 -0.065
C 1.343 8.534 -5.886 -0.054
C 1.645 9.889 -5.949 -0.066
C 0.910 10.801 -5.203 0.001
H -1.230 8.629 -3.690 0.118
H 0.081 7.027 -5.023 0.074
H 1.914 7.825 -6.476 0.101
H 2.452 10.234 -6.583 0.076
H 1.151 11.855 -5.262 0.117
O -5.053 1.796 3.148 0.076
N -4.475 2.671 2.527 -0.324
O -3.410 2.518 1.947 0.058
C -5.095 3.998 2.476 -0.141
C -6.287 4.221 3.154 0.001
C -6.858 5.485 3.123 -0.063
C -6.242 6.511 2.416 -0.067
C -5.055 6.275 1.732 -0.061
C -4.476 5.014 1.761 0.000
H -6.774 3.429 3.708 0.120
H -7.784 5.673 3.654 0.110
H -6.688 7.499 2.398 0.110
H -4.580 7.077 1.180 0.112
H -3.549 4.842 1.227 0.119
O -9.346 -11.088 1.502 0.079
N -8.777 -10.178 0.928 -0.350
O -7.728 -10.298 0.317 0.067
C -9.395 -8.847 0.981 -0.146
C -10.570 -8.669 1.699 -0.002
C -11.139 -7.405 1.767 -0.066
C -10.538 -6.334 1.117 -0.072
C -9.368 -6.524 0.392 -0.066
C -8.791 -7.784 0.322 -0.007
H -11.046 -9.496 2.210 0.120
H -12.052 -7.253 2.331 0.109
H -10.982 -5.347 1.176 0.108
H -8.903 -5.687 -0.117 0.109
H -7.878 -7.919 -0.244 0.115
O 2.906 7.760 -9.092 0.082
N 2.723 8.960 -9.194 -0.322
O 3.049 9.782 -8.353 0.040
C 2.063 9.450 -10.407 -0.140
C 1.644 8.543 -11.371 -0.001
C 0.998 9.009 -12.507 -0.065
C 0.780 10.371 -12.675 -0.071
C 1.212 11.273 -11.709 -0.064
C 1.856 10.814 -10.569 0.001
H 1.809 7.480 -11.250 0.120
H 0.661 8.309 -13.263 0.109
H 0.270 10.732 -13.561 0.108
H 1.043 12.334 -11.845 0.110
H 2.186 11.524 -9.822 0.121
```

Values from the calculation:
HOMO energy   -9.176 eV
HOMO-LUMO gap   8.2 eV
SMILES   CCCCCCCCc1ccc2c(c1OB(O)O)C(=O)c1ccccc1C2=O.O=[N+]([O-])c1ccccc1.O=[N+]([O-])c1ccccc1.O=[N+]([O-])c1ccccc1.O=[N+]([O-])c1ccccc1.O=[N+]([O-])c1ccccc1.O=[N+]([O-])c1ccccc1.O=[N+]([O-])c1ccccc1
Multiplicity   1
Maximum force   0.0804 hartree/bohr
Electronic energy   -117332.226 eV

Record 3
# C64H69AlBN4O3P2Sb

A structure of composition C64H69AlBN4O3P2Sb (ωB97M-V/def2-TZVPD, the OMol25 dataset).

XYZ file:
```
145
Properties=species:S:1:pos:R:3:lowdin_charge:R:1
Al -0.598 0.310 -0.563 0.691
C -10.089 -2.211 -9.476 -0.058
O -9.555 -3.105 -8.520 -0.058
C -8.445 -2.794 -7.843 -0.266
C -8.025 -3.738 -6.892 0.016
C -6.909 -3.515 -6.128 -0.026
C -6.159 -2.341 -6.278 -0.168
C -6.569 -1.412 -7.243 -0.007
C -7.694 -1.626 -8.006 0.006
C -5.019 -2.051 -5.447 -0.238
N -4.218 -1.024 -5.600 0.191
C -3.371 -1.024 -4.545 -0.172
C -3.667 -2.106 -3.697 -0.078
N -4.687 -2.761 -4.302 0.205
C -2.925 -2.327 -2.457 -0.124
C -2.248 -3.670 -2.081 -0.046
C -3.173 -3.028 -1.122 -0.015
C -2.266 -2.275 -0.140 -0.154
N -1.941 -1.002 -0.757 0.135
C -2.187 -1.123 -2.070 -0.087
C -1.832 -0.101 -2.948 -0.109
N -0.954 0.824 -2.443 0.113
C -0.562 1.802 -3.276 -0.015
C -1.014 1.897 -4.581 0.032
C -1.944 0.987 -5.083 0.082
C -2.376 -0.041 -4.253 -0.028
H -10.985 -2.695 -9.864 0.101
H -9.394 -2.040 -10.301 0.100
H -10.363 -1.261 -9.013 0.101
H -8.609 -4.637 -6.788 0.126
H -6.615 -4.273 -5.421 0.104
H -5.991 -0.511 -7.373 0.114
H -7.989 -0.888 -8.735 0.111
H -5.163 -3.583 -3.968 0.163
H -2.542 -4.516 -2.684 0.166
H -4.123 -3.418 -0.795 0.165
H -2.735 -2.147 0.830 0.135
H 0.141 2.521 -2.875 0.141
H -0.659 2.699 -5.207 0.130
H -2.332 1.057 -6.086 0.139
C 2.566 8.229 -1.842 -0.060
C 3.097 7.021 -1.067 -0.556
C 4.245 6.400 -1.878 -0.038
C 3.610 7.514 0.294 -0.029
C 2.022 5.976 -0.821 -0.154
C 0.677 6.228 -1.100 -0.006
C -0.328 5.297 -0.893 0.032
C 0.058 4.065 -0.407 -0.201
O -0.663 2.916 -0.219 0.118
B 0.228 1.957 0.217 -0.584
O 1.499 2.485 0.299 0.048
C 1.394 3.799 -0.099 -0.173
C 2.385 4.740 -0.284 0.061
H 3.381 8.925 -2.021 0.091
H 1.804 8.757 -1.275 0.086
H 2.159 7.932 -2.806 0.092
H 4.929 7.179 -2.202 0.089
H 3.859 5.897 -2.763 0.092
H 4.817 5.685 -1.293 0.073
H 4.359 8.287 0.144 0.092
H 4.059 6.708 0.868 0.077
H 2.789 7.934 0.871 0.094
H 0.391 7.182 -1.506 0.106
H -1.359 5.521 -1.112 0.126
H 3.409 4.513 -0.038 0.110
C 5.285 2.358 3.708 -0.137
C 3.850 2.108 3.303 -0.539
C 3.113 3.411 3.074 -0.142
Sb 3.599 0.736 1.531 1.545
C 4.810 1.559 -0.179 -0.547
C 6.178 2.072 0.215 -0.138
C 4.870 0.486 -1.251 -0.157
C 4.654 -1.126 2.218 -0.564
C 4.225 -1.395 3.645 -0.187
C 6.162 -1.109 2.085 -0.146
H 5.294 2.869 4.670 0.084
H 5.795 2.997 2.993 0.061
H 5.844 1.434 3.819 0.053
H 3.347 1.538 4.088 0.069
H 3.593 3.997 2.294 0.063
H 3.133 4.006 3.988 0.088
H 2.074 3.246 2.797 0.049
H 4.195 2.386 -0.541 0.053
H 6.788 1.300 0.676 0.064
H 6.099 2.913 0.898 0.054
H 6.704 2.420 -0.674 0.080
H 5.482 -0.360 -0.941 0.067
H 5.303 0.894 -2.164 0.081
H 3.869 0.122 -1.490 0.043
H 4.238 -1.898 1.562 0.061
H 4.654 -0.668 4.332 0.076
H 4.567 -2.382 3.948 0.075
H 3.139 -1.374 3.747 0.025
H 6.614 -0.325 2.692 0.065
H 6.472 -0.978 1.050 0.053
H 6.561 -2.065 2.432 0.082
C 0.951 -3.682 2.663 -0.491
P 1.046 -1.936 1.960 1.077
C 0.239 -2.203 0.308 -0.264
C 0.899 -1.494 -0.666 -0.194
C 0.777 -1.803 -2.078 -0.072
C 0.036 -2.837 -2.481 -0.009
C -0.813 -3.645 -1.553 -0.155
C -0.918 -3.081 -0.100 -0.133
C -0.185 -0.772 2.684 -0.368
C 0.330 0.437 3.140 -0.126
C -0.513 1.466 3.513 -0.057
C -1.884 1.311 3.399 -0.051
C -2.411 0.097 2.988 -0.058
C -1.564 -0.947 2.650 -0.142
P 0.385 -4.454 4.281 1.059
C 1.031 -3.308 5.543 -0.387
C 0.284 -2.611 6.486 -0.089
C 0.924 -1.852 7.451 -0.073
C 2.306 -1.832 7.534 -0.070
C 3.054 -2.593 6.651 -0.084
C 2.422 -3.325 5.666 -0.144
C -1.442 -4.323 4.273 -0.388
C -2.225 -3.221 4.607 -0.137
C -3.598 -3.361 4.734 -0.074
C -4.207 -4.589 4.527 -0.073
C -3.439 -5.683 4.158 -0.077
C -2.069 -5.548 4.037 -0.122
H 2.023 -3.925 2.670 0.019
H 0.514 -4.321 1.888 0.018
H 1.796 -0.945 -0.375 0.064
H 1.389 -1.256 -2.780 0.127
H 0.039 -3.153 -3.514 0.139
H -0.437 -4.676 -1.547 0.168
H -1.044 -3.907 0.604 0.146
H 1.401 0.551 3.231 0.040
H -0.099 2.382 3.905 0.116
H -2.541 2.127 3.654 0.117
H -3.483 -0.040 2.958 0.116
H -1.959 -1.930 2.452 0.080
H -0.793 -2.672 6.504 0.086
H 0.338 -1.291 8.160 0.107
H 2.797 -1.252 8.299 0.108
H 4.128 -2.634 6.748 0.111
H 3.004 -3.940 4.993 0.095
H -1.771 -2.254 4.770 0.084
H -4.193 -2.502 5.015 0.108
H -5.272 -4.699 4.668 0.109
H -3.906 -6.643 3.990 0.109
H -1.460 -6.404 3.774 0.092
```

Values from the calculation:
HOMO energy   -10.907 eV
HOMO-LUMO gap   3.7 eV
Charge   +2
Multiplicity   1
Maximum force   0.0580 hartree/bohr
Electronic energy   -111967.545 eV